# 1
DFT (ωB97M-V/def2-TZVPD) results for a 10-piece molecular cluster, C29H63BCl19N4O3 overall.

Last column: Löwdin charge in e.
Geometry (Å):
Cl  2.631230  5.469385  -8.769810  0.524
Cl  3.421632  -8.392989  4.701081  0.540
Cl  -2.489877  5.500181  -3.422115  0.536
Cl  -1.873949  5.596157  6.425388  0.552
Cl  4.468925  3.218445  4.765893  0.533
Cl  -0.777829  4.384856  3.455346  0.568
Cl  -5.975177  2.287462  0.885120  0.557
Cl  1.955903  8.454855  -7.133133  0.566
Cl  2.645310  3.400472  -3.999653  0.561
Cl  2.657035  7.046862  -4.141534  0.533
Cl  -4.193926  -5.498927  -1.600822  0.557
Cl  -2.837846  3.542543  1.137847  0.558
Cl  4.237706  3.564787  -0.992461  0.545
Cl  -5.476885  4.142340  -4.362737  0.545
Cl  0.951165  -0.306509  0.165087  0.738
Cl  2.341328  3.492995  2.168687  0.557
Cl  -4.843435  -4.891236  -4.849172  0.548
Cl  0.059758  -8.671032  4.869589  0.558
Cl  5.954186  6.188921  -8.390704  0.539
O  2.468532  -3.270002  0.005446  -0.009
O  -2.133824  -3.793861  4.173412  0.214
O  0.113242  -3.329430  3.595345  0.147
N  -0.365068  -2.642536  -3.617086  0.024
N  1.366373  -3.504840  0.864543  0.067
N  -0.659159  -2.196179  0.974968  -0.070
N  -0.295677  -3.747334  -0.720746  0.038
C  0.140942  -3.137414  0.346479  -0.311
C  3.396705  4.779607  2.809093  -0.638
C  -1.509347  -3.298321  -1.423847  -0.140
C  2.440872  -8.508897  6.187582  -0.658
C  1.130763  8.800987  -5.593054  -0.646
C  1.235927  -9.393645  6.001392  -0.649
C  -4.804174  1.970499  2.189520  -0.666
C  -0.099430  1.148687  2.808148  -0.136
C  4.755997  5.932684  -7.091531  -0.684
C  2.080316  8.716722  -4.425222  -0.646
C  3.580155  2.106878  -1.772199  -0.672
C  4.704419  4.224795  3.307210  -0.646
C  3.718706  4.910652  -7.471243  -0.671
C  0.802237  -6.742175  1.991518  -0.115
C  -1.713307  -2.823857  1.826724  -0.019
C  0.403041  -4.934066  -1.272591  -0.106
C  1.227863  -6.660854  0.515527  -0.231
C  -1.210508  -2.255607  -2.508297  -0.245
C  -4.481500  3.684466  -2.958307  -0.673
C  -5.342537  -4.286709  -2.248615  -0.640
C  0.050189  -1.051890  1.541201  -0.628
C  0.213845  4.697803  4.904791  -0.644
C  -6.009321  -4.776634  -3.507263  -0.656
C  3.700881  2.160548  -3.275138  -0.652
C  -0.873984  -0.018866  2.163263  -0.239
C  -0.545851  4.434998  6.179342  -0.660
C  -3.766277  4.862918  -2.351993  -0.672
C  -3.937354  3.164281  2.491912  -0.642
C  0.124054  -6.204818  -0.458760  -0.154
B  -1.237867  -3.322973  3.268759  -0.623
H  -6.081410  -4.101634  -1.471877  0.075
H  -4.201192  1.118662  1.882025  0.049
H  0.836410  -1.324209  2.251398  0.101
H  -0.833784  -6.085542  0.066639  0.109
H  2.856762  5.289013  3.603666  0.055
H  4.147047  1.258255  -1.391988  0.070
H  -6.456008  -5.756737  -3.365032  0.072
H  -5.150086  3.254413  -2.213899  0.052
H  -0.643977  -3.524749  -4.025757  0.074
H  -4.531413  4.053938  2.681610  0.078
H  -2.191908  -1.971317  -2.909588  0.118
H  1.467864  -4.724157  -1.369160  0.118
H  -0.052942  -6.998296  -1.192100  0.117
H  0.006684  -5.047197  -2.282316  0.116
H  2.831401  -2.415335  0.268886  0.087
H  -0.792420  -1.361429  -2.039090  0.093
H  2.957369  9.336397  -4.591203  0.068
H  3.080494  -8.921926  6.965059  0.075
H  1.144607  -5.874559  2.562852  0.060
H  0.317111  8.091873  -5.493069  0.065
H  -4.785946  -3.371851  -2.438725  0.058
H  3.094687  4.693141  -6.607494  0.023
H  -3.315078  2.964980  3.363817  0.049
H  -0.341488  1.250637  3.869130  0.076
H  1.514011  -10.365943  5.604474  0.070
H  1.197950  -7.631787  2.479904  0.019
H  -0.382976  2.074481  2.324623  -0.008
H  5.300544  5.578996  -6.217567  0.070
H  -3.057058  -3.668082  3.951917  0.114
H  -4.455456  5.674169  -2.134291  0.072
H  3.404990  1.201632  -3.697815  0.072
H  2.147857  -7.499891  6.464435  0.065
H  0.611310  -2.705307  -3.364506  0.069
H  -2.230519  -2.876680  -0.725107  0.110
H  -1.962597  -4.187267  -1.862985  0.068
H  1.078834  4.034920  4.853730  0.050
H  4.187042  3.992008  -7.816347  0.066
H  5.370482  5.039806  3.582735  0.078
H  2.541069  2.014159  -1.463952  0.047
H  4.303070  6.892603  -6.863189  0.010
H  1.580134  9.040692  -3.514528  0.072
H  0.983351  1.021217  2.729898  0.043
H  0.126938  4.524618  7.030148  0.077
H  -3.775828  2.926259  -3.288550  0.066
H  3.572760  5.482124  1.996402  0.078
H  4.721456  2.379353  -3.577054  0.070
H  0.548173  5.731104  4.852553  0.072
H  -1.539212  0.356073  1.378600  0.111
H  2.066680  -5.962027  0.437196  0.090
H  -1.464567  -0.519988  2.937933  0.108
H  -6.781819  -4.070388  -3.805234  0.079
H  5.184476  3.607871  2.552722  0.063
H  -5.374307  1.704324  3.078040  0.077
H  -0.289070  -6.788653  2.089250  0.067
H  -3.279346  4.546112  -1.434887  0.012
H  -2.565480  -2.140544  1.908420  0.123
H  0.360077  -2.696203  4.271747  0.124
H  -2.100334  -3.694359  1.279161  0.126
H  1.498983  -3.155562  1.806390  0.129
H  0.719352  9.806705  -5.656315  0.075
H  0.729122  -9.528569  6.954727  0.075
H  -0.981086  3.438496  6.176100  0.062
H  1.603079  -7.634031  0.195259  0.108

Cartesian forces, eV/Å:
Cl 0.07 -0.06 -0.07
Cl 0.00 0.02 0.00
Cl 0.01 0.01 -0.02
Cl -0.01 -0.01 -0.01
Cl 0.01 -0.01 -0.01
Cl -0.06 0.30 0.21
Cl 0.01 0.00 -0.02
Cl -0.06 0.09 0.03
Cl 0.00 -0.02 0.08
Cl -0.02 0.02 0.00
Cl -0.08 -0.05 0.09
Cl 0.00 -0.12 -0.08
Cl 0.07 0.07 -0.02
Cl 0.00 -0.01 -0.01
Cl 0.11 0.09 0.01
Cl -0.01 -0.03 0.02
Cl 0.00 0.00 -0.01
Cl -0.07 -0.03 0.06
Cl 0.00 0.00 0.01
O -0.09 -0.69 0.31
O 0.46 0.37 -0.03
O -0.24 0.37 -0.64
N 0.09 -0.13 0.18
N -0.18 0.92 -0.30
N -0.01 -0.54 0.72
N 0.19 0.33 0.31
C 0.12 -0.15 -0.56
C 0.04 0.08 -0.10
C -0.03 0.05 -0.24
C 0.01 0.01 0.04
C 0.07 0.02 0.01
C 0.02 -0.03 0.00
C 0.00 -0.05 0.05
C -0.12 -0.34 -0.04
C 0.01 0.05 0.02
C 0.03 0.05 0.01
C -0.07 -0.03 0.00
C 0.02 0.01 0.01
C -0.04 -0.09 0.00
C -0.14 0.04 -0.06
C -0.19 -0.07 -0.16
C -0.07 -0.13 -0.20
C 0.16 0.23 0.19
C -0.27 0.13 -0.06
C -0.03 -0.04 0.04
C -0.02 0.05 0.01
C 0.04 0.15 -0.09
C 0.08 -0.03 0.02
C 0.00 0.01 -0.02
C 0.04 -0.03 -0.06
C 0.23 -0.05 0.13
C -0.01 -0.03 0.02
C 0.02 0.00 -0.02
C -0.03 0.07 0.02
C -0.17 -0.24 -0.17
B -0.07 -0.20 0.26
H -0.02 -0.06 -0.01
H 0.01 0.00 0.00
H -0.15 0.00 -0.01
H 0.13 0.01 -0.07
H -0.02 -0.02 -0.01
H 0.02 0.00 -0.02
H 0.02 -0.02 -0.01
H -0.01 0.00 0.00
H -0.07 0.04 -0.14
H -0.02 0.00 -0.01
H 0.12 0.03 0.05
H -0.11 -0.03 0.08
H 0.00 0.06 0.11
H 0.04 0.07 0.15
H -0.09 0.29 -0.10
H 0.00 -0.05 -0.03
H 0.02 -0.01 0.00
H 0.02 -0.02 -0.02
H -0.06 -0.06 -0.05
H -0.07 -0.09 0.01
H 0.03 -0.01 0.01
H -0.01 0.03 0.03
H 0.03 0.00 -0.03
H 0.00 -0.02 -0.13
H 0.01 0.00 -0.02
H 0.05 0.11 -0.01
H 0.19 0.11 -0.02
H 0.01 0.00 0.00
H -0.25 -0.12 -0.08
H 0.01 0.02 -0.02
H -0.02 0.00 0.01
H 0.00 0.01 -0.01
H 0.05 0.02 0.03
H 0.13 -0.08 0.01
H 0.08 0.04 0.05
H -0.02 -0.01 -0.03
H -0.01 -0.01 -0.01
H -0.01 0.00 0.03
H -0.01 0.03 0.00
H -0.01 0.00 -0.02
H -0.02 -0.04 0.00
H -0.11 0.05 -0.04
H 0.00 0.03 0.00
H 0.01 0.01 -0.02
H 0.03 -0.04 -0.03
H 0.01 0.02 0.00
H -0.03 0.01 0.00
H -0.09 -0.15 0.16
H 0.01 -0.22 -0.05
H -0.07 0.04 -0.18
H 0.01 0.01 -0.01
H -0.01 -0.02 0.00
H -0.02 0.02 -0.01
H 0.10 -0.06 0.00
H 0.00 0.01 0.07
H 0.09 -0.06 -0.06
H 0.07 -0.26 0.53
H 0.05 0.12 0.03
H 0.23 -0.20 0.04
H 0.04 0.02 -0.01
H -0.02 0.03 0.00
H 0.00 -0.01 0.00
H -0.05 0.06 -0.01

Properties
* strongest force on any atom: 0.98 eV/A
* multiplicity: 1
* gap between HOMO and LUMO: 8.14 eV
* net charge: +1

=====

# 2
DFT (ωB97M-V/def2-TZVPD) results for C29H63F6N3O17S7Zr as an isolated structure at a distorted geometry.

Last column: Löwdin charge in e.
Geometry (Å):
Zr  1.760286  -0.417784  -3.868648  1.945
S  4.271043  0.753850  -2.708691  0.349
S  -5.745050  2.616683  -5.960043  0.833
S  -0.403737  5.266889  -1.276748  0.810
S  1.782720  -3.818903  -2.571000  1.002
S  -1.162915  -0.905859  -2.044038  0.743
S  0.367458  1.068970  -1.203719  0.618
S  -0.552272  -2.080543  -6.231534  0.982
F  1.013681  -0.992487  0.355429  0.101
F  0.574034  0.831756  1.480749  0.149
F  -3.595704  -0.464996  -2.795581  0.186
F  2.443889  0.640108  0.454658  0.165
F  -2.264193  1.278083  -3.068765  0.176
F  -2.249452  -0.332902  -4.449380  0.116
O  5.172912  -2.142289  5.033943  -0.009
O  1.560374  -2.341914  -2.851178  -0.707
O  -6.688046  2.145361  -7.034474  -0.559
O  1.322100  2.095485  -1.519253  -0.252
O  -0.565190  3.018478  -5.498041  0.088
O  5.544636  0.235231  -3.121620  -0.281
O  -4.927760  -0.467413  6.382648  0.000
O  0.611787  1.171942  -4.846805  -0.205
O  3.300340  0.949762  -3.832052  -0.481
O  -1.034363  -2.218743  -2.660167  -0.335
O  0.448768  -1.509661  -5.232527  -0.697
O  3.281954  -0.313117  -2.255841  -0.489
O  1.322462  3.223253  -4.382731  0.093
O  -1.682263  -1.040390  -0.694982  -0.252
O  0.875665  4.677954  -1.807991  -0.526
O  -0.906259  1.521164  -0.665928  -0.288
O  4.295212  2.037866  -2.040759  -0.253
N  5.520379  -1.280288  3.977305  -0.140
N  0.400179  -0.114029  -2.309460  -0.418
N  -4.224318  -0.481814  5.159166  -0.114
C  5.843681  0.278799  1.570956  -0.173
C  6.226293  -1.920726  2.856494  -0.480
C  -1.015291  -0.606253  -7.237102  -0.206
C  -5.207428  1.641303  4.211721  -0.031
C  0.821747  -4.195301  -1.058447  -0.198
C  -3.569515  -1.634226  3.115943  -0.160
C  -3.289505  1.695687  5.731765  -0.048
C  5.118524  0.863094  2.774016  -0.132
C  -6.204094  1.949685  -4.325886  -0.257
C  1.174164  0.341742  0.402415  -0.642
C  4.260796  0.572937  5.095742  -0.026
C  6.832188  -0.806469  1.971586  -0.135
C  -3.343552  -0.315230  2.393746  -0.174
C  7.449722  -2.615203  3.523972  -0.041
C  0.515161  2.468207  -4.887817  -0.734
C  -4.600105  -1.568387  4.250456  -0.519
C  4.576055  -0.183767  3.749227  -0.502
C  0.341198  -2.804104  -7.663082  -0.225
C  -4.325164  -2.873296  4.990273  -0.051
C  0.766436  -4.667995  -3.775756  -0.249
C  -2.962976  0.742915  3.427248  -0.132
C  -4.033232  1.955954  -6.101066  -0.247
C  5.345574  -2.952858  2.116560  -0.022
C  3.248561  -0.744562  3.258666  -0.045
C  -6.023050  -1.608934  3.688381  -0.035
C  -0.394934  7.086863  -1.359841  -0.269
C  -3.934778  0.887639  4.620065  -0.482
C  -0.469566  4.960406  0.492601  -0.257
C  -2.424074  -0.015515  -3.167611  -0.678
H  0.877456  -3.698854  -7.339727  0.048
H  -5.957778  1.066053  3.659457  0.065
H  3.280897  -0.969406  2.190176  0.053
H  -0.336159  -3.011590  -8.485688  0.071
H  -0.174615  -4.211788  -4.080211  0.046
H  -2.463677  1.226072  6.272384  0.090
H  -0.242674  -4.115611  -1.260883  0.054
H  -6.958115  2.621694  -3.913565  0.042
H  -0.249061  3.939034  -5.479234  0.127
H  -0.355375  -0.346535  -8.065117  0.070
H  7.766833  -1.974408  4.350698  0.080
H  -6.206190  -0.941573  2.839024  0.067
H  3.602546  -0.057496  5.686065  0.079
H  1.148369  -2.120033  -7.923294  0.065
H  -2.924256  1.655770  2.821201  0.113
H  3.805173  1.529174  4.840045  0.080
H  -4.039812  1.896607  6.496758  0.074
H  5.144850  -0.097076  0.817212  0.102
H  -5.838239  2.090729  4.979652  0.083
H  -0.106065  3.929022  0.462808  0.026
H  -3.719214  1.321260  -5.270095  0.008
H  -3.793317  -2.363676  2.326428  0.122
H  5.865019  -3.610211  1.419114  0.082
H  -6.414842  -2.554648  3.314031  0.085
H  1.061116  -5.239499  -0.835552  0.060
H  8.375600  -2.584684  2.944883  0.077
H  5.243772  0.834137  5.493312  0.083
H  7.203164  -3.616331  3.871257  0.076
H  -6.747430  1.013031  -4.467898  0.055
H  -1.387328  7.437963  -1.070518  0.044
H  7.721338  -0.344280  2.405760  0.118
H  7.199903  -1.205882  1.021147  0.123
H  -5.416790  1.856926  -3.580785  0.041
H  -2.555696  -0.428118  1.651274  0.095
H  5.716629  1.585643  3.338294  0.117
H  0.546824  -5.707046  -3.528419  0.071
H  -1.444715  4.831125  0.963420  0.053
H  2.458256  -0.008125  3.416620  0.083
H  0.356415  7.495219  -0.681097  0.047
H  -0.806779  0.252616  -6.590821  0.038
H  -3.348468  -2.866939  5.467603  0.091
H  5.690625  -1.745954  5.742789  0.104
H  6.394147  1.014828  0.979684  0.119
H  -4.493691  -3.642418  4.234402  0.084
H  -6.744219  -1.211539  4.411802  0.078
H  1.393100  -4.697543  -4.671129  0.047
H  -3.802656  1.518595  -7.068346  0.049
H  -2.825245  2.631682  5.413796  0.088
H  4.310612  1.505731  2.412981  0.120
H  2.989215  -1.708039  3.700761  0.086
H  -4.296993  -0.030771  1.937722  0.109
H  -3.328759  2.766205  -5.892493  0.041
H  -5.777850  -0.116626  6.059187  0.090
H  -2.604326  -2.069421  3.395639  0.121
H  1.135579  -3.668321  -0.159895  0.064
H  4.733306  -3.437843  2.876327  0.080
H  -2.049629  -0.708888  -7.553826  0.062
H  4.641849  -2.448669  1.446707  0.061
H  -0.199434  7.523991  -2.337086  0.047
H  -1.903635  0.577217  3.636859  0.122
H  -4.855896  2.371934  3.480295  0.086
H  0.160301  5.597609  1.111598  0.056
H  -5.045159  -3.072135  5.789341  0.081

Cartesian forces, eV/Å:
Zr 2.04 2.88 1.06
S 0.33 2.16 0.70
S 0.12 1.25 -0.23
S -0.18 -0.54 -1.67
S -0.79 0.37 0.99
S 0.32 -3.74 -0.04
S 2.72 4.25 3.85
S 0.11 1.37 -1.55
F 0.19 -0.22 0.48
F -0.13 -0.14 -0.15
F -0.54 0.35 0.27
F 0.31 0.02 -0.07
F -0.65 0.46 0.23
F 0.29 -0.46 -0.02
O -0.28 0.10 -0.30
O 0.88 -0.44 -0.61
O 0.94 -0.58 1.05
O -0.68 -1.44 -0.85
O -0.08 -0.57 -0.52
O -0.45 -0.53 0.21
O -0.81 0.41 -1.42
O -0.33 -1.82 -0.24
O -2.20 1.49 -6.85
O -0.23 1.20 -0.59
O 0.73 -0.77 -0.68
O -0.52 -3.31 3.35
O -0.34 -0.33 -0.67
O 0.83 1.40 -1.48
O -1.01 1.37 0.93
O 0.29 -1.08 -1.59
O 0.23 -1.88 0.55
N 1.26 1.89 -0.69
N -4.98 -0.06 2.44
N 1.83 0.33 -0.75
C 0.17 0.00 -0.23
C 1.28 -0.34 0.60
C 0.22 0.54 0.70
C -0.53 -0.04 -1.34
C 0.16 -0.76 -0.33
C 0.75 0.05 -1.51
C 0.52 0.29 0.98
C 0.21 0.38 -0.28
C -1.01 -0.37 -0.19
C -0.76 -0.28 -1.35
C 1.00 -0.50 -1.59
C -0.59 0.07 -0.78
C -0.61 -0.25 1.18
C 0.09 0.47 0.14
C 2.14 1.14 1.77
C 0.94 -1.19 0.05
C -1.41 -0.20 0.77
C 1.28 -0.33 1.30
C -1.21 -0.30 0.51
C 0.02 -0.51 -1.05
C 0.16 0.28 -1.45
C 0.49 -0.06 0.89
C -0.43 1.10 -0.45
C -0.49 -0.16 -0.92
C -1.08 1.36 -0.26
C 0.30 0.34 0.78
C -0.05 -0.90 0.62
C 0.40 -0.60 0.38
C 1.37 -0.09 0.25
H -0.45 -0.26 -0.02
H 0.45 -0.44 -0.15
H 0.05 0.24 -0.06
H -0.16 0.13 0.13
H 0.05 0.52 0.69
H -0.14 -0.65 -0.34
H 0.04 0.32 0.04
H 0.12 0.24 -0.16
H -0.58 0.06 -0.05
H 0.07 -0.93 -0.23
H -0.38 -0.23 0.35
H 0.53 0.11 -0.06
H 0.24 0.25 0.51
H -0.32 0.31 -0.25
H -0.21 0.43 0.57
H -0.37 -0.14 0.04
H 0.07 0.25 -0.03
H -0.27 -0.25 0.30
H 0.68 0.28 0.40
H 0.43 0.13 0.26
H -0.70 -0.64 -0.34
H -0.99 -0.10 0.30
H 0.37 -0.33 0.58
H 0.48 -0.36 0.45
H 0.00 -0.09 -0.27
H -0.39 -0.54 -0.70
H -0.19 -0.27 0.73
H 0.23 -0.01 0.07
H 0.37 -0.23 -0.08
H -0.01 -0.16 0.22
H -0.18 -0.11 0.56
H 0.00 -0.54 0.18
H 0.32 0.01 -0.37
H -0.18 0.19 -0.17
H 0.55 -0.32 -0.06
H 0.29 0.05 0.42
H -0.33 0.60 -0.53
H -0.17 -0.18 0.01
H -0.03 -0.03 0.09
H -0.74 -0.15 0.47
H 0.17 -0.13 -0.39
H -0.09 -0.36 0.23
H -0.07 0.35 0.35
H 0.52 -0.37 0.26
H 0.01 -0.39 0.26
H 0.06 -0.04 0.02
H -0.30 -0.02 -0.03
H -0.52 0.14 -0.42
H -0.34 -0.31 0.09
H 0.00 0.24 0.52
H 0.17 0.07 -0.38
H -0.36 0.50 -0.60
H -0.25 -0.12 0.94
H 0.03 0.51 0.87
H 0.14 0.60 -0.43
H 0.23 -0.56 -0.17
H -0.02 0.17 0.10
H -0.06 0.24 0.17
H 0.09 -0.71 -0.28
H -0.19 -0.14 0.97
H -0.41 0.53 0.32
H 0.18 -0.04 -0.15
H -0.09 0.16 -0.04

Properties
* strongest force on any atom: 7.35 eV/A
* multiplicity: 1
* gap between HOMO and LUMO: 6.40 eV